(1)
The following is a quantum chemistry calculation of 4 unconnected molecules or ions with the total composition C7H9NO4, from the Open Molecules 2025 dataset.

CARTESIAN COORDINATES (ANGSTROEM)
C  -1.999  0.834  -0.839
C  -1.127  0.992  -1.922
C  -1.444  0.837  0.450
C  0.229  1.234  -1.730
C  -0.109  1.117  0.709
C  0.782  1.142  -0.460
C  1.679  -2.245  -0.326
N  2.285  1.225  -0.385
O  2.787  1.252  0.726
O  2.869  1.176  -1.424
O  0.353  1.315  1.951
O  1.371  -1.071  -0.231
H  -2.986  0.514  -1.030
H  -1.439  0.772  -2.934
H  -2.145  1.007  1.305
H  0.921  1.350  -2.636
H  -3.728  -3.215  3.638
H  1.450  -2.914  -1.102
H  -3.251  -3.940  3.672
H  2.151  -2.764  0.638
H  1.352  1.382  1.929

Its HOMO energy is -0.3196 hartree.

These are the Löwdin partial charges, in e, on atoms 1 to 8: atom 1 (C): -0.063, atom 2 (C): -0.094, atom 3 (C): -0.023, atom 4 (C): -0.031, atom 5 (C): -0.263, atom 6 (C): -0.111, atom 7 (C): -0.040, atom 8 (N): -0.364

***

(2)
The following is a quantum chemistry calculation of 2 unconnected molecules or ions with the total composition C4H15N3, from the Open Molecules 2025 dataset.

CARTESIAN COORDINATES (ANGSTROEM)
C  1.762  1.061  -0.040
C  1.558  0.618  -1.488
C  0.710  2.078  0.400
H  2.762  1.488  0.078
H  1.729  0.184  0.616
H  2.291  -0.134  -1.783
H  -0.295  1.679  0.252
H  0.832  2.350  1.450
H  0.557  0.205  -1.620
H  1.656  1.467  -2.166
H  0.789  2.991  -0.193
C  -0.285  -2.366  0.396
N  -1.968  -0.228  -0.316
N  -1.002  -1.164  0.826
N  -3.135  -0.235  0.378
H  -2.032  -0.961  -1.030
H  -0.384  -0.481  1.255
H  -2.000  -1.230  1.333
H  -3.219  0.694  0.805
H  0.219  -2.847  1.238
H  0.458  -2.105  -0.358
H  -1.002  -3.065  -0.033

Its HOMO energy is -0.2953 hartree.

These are the Löwdin partial charges, in e, on atoms 1 to 8: atom 1 (C): -0.326, atom 2 (C): -0.127, atom 3 (C): -0.129, atom 4 (H): 0.098, atom 5 (H): 0.079, atom 6 (H): 0.067, atom 7 (H): 0.042, atom 8 (H): 0.068

***

(3)
The following is a quantum chemistry calculation of a molecular structure, C21H38NRu, from the Open Molecules 2025 dataset.

CARTESIAN COORDINATES (ANGSTROEM)
Ru  -0.560  0.847  -0.011
C  -0.188  -1.662  0.354
C  0.907  -0.832  -0.098
C  0.551  -0.382  -1.455
C  -0.813  -0.726  -1.617
C  -1.222  -1.639  -0.574
C  -2.438  -2.512  -0.558
C  -1.965  -3.912  -0.997
C  -3.017  -2.576  0.860
C  -3.521  -1.997  -1.507
C  1.279  0.368  -2.569
C  1.189  1.878  -2.254
C  2.727  -0.083  -2.786
C  0.561  0.138  -3.912
C  2.182  -0.753  0.734
C  1.834  -1.010  2.214
C  2.763  0.671  0.695
C  3.177  -1.831  0.285
H  -0.172  -2.274  1.236
H  -1.379  -0.591  -2.526
H  -1.233  -4.308  -0.296
H  -1.513  -3.874  -1.987
H  -2.817  -4.586  -1.029
H  -2.312  -3.013  1.560
H  -3.913  -3.190  0.853
H  -3.280  -1.575  1.206
H  -3.192  -2.027  -2.543
H  -3.803  -0.976  -1.247
H  -4.402  -2.628  -1.419
H  1.833  2.171  -1.424
H  0.141  2.162  -2.015
H  1.485  2.452  -3.131
H  3.359  0.081  -1.923
H  3.156  0.472  -3.617
H  2.747  -1.141  -3.037
H  -0.390  0.662  -3.964
H  0.396  -0.922  -4.094
H  1.181  0.521  -4.718
H  1.027  -0.345  2.532
H  2.711  -0.815  2.828
H  1.544  -2.040  2.395
H  1.936  1.394  0.845
H  3.283  0.894  -0.229
H  3.476  0.800  1.505
H  2.707  -2.812  0.332
H  4.037  -1.831  0.949
H  3.526  -1.674  -0.729
C  -0.162  2.405  3.552
C  -0.966  2.914  2.327
C  -2.414  3.236  2.780
C  -0.330  4.206  1.761
N  -0.998  1.913  1.383
H  -0.201  3.142  4.348
H  0.874  2.236  3.273
H  -0.588  1.470  3.910
H  -2.373  3.901  3.639
H  -2.934  2.325  3.059
H  -2.955  3.724  1.972
H  -0.409  5.001  2.495
H  -0.847  4.517  0.855
H  0.718  4.040  1.528

Its spin multiplicity is 5. Its HOMO energy (alpha / beta) is -0.4092 / -0.4580 hartree. The total charge is +1.

These are the Löwdin partial charges, in e, on atoms 1 to 8: atom 1 (Ru): 1.297, atom 2 (C): -0.012, atom 3 (C): -0.206, atom 4 (C): -0.234, atom 5 (C): -0.092, atom 6 (C): -0.193, atom 7 (C): -0.563, atom 8 (C): -0.016

***

(4)
The following is a quantum chemistry calculation of a molecular structure, C36H24AsCl2IInN3O7S2, from the Open Molecules 2025 dataset.

CARTESIAN COORDINATES (ANGSTROEM)
In  -1.435  0.712  0.537
Cl  0.198  4.554  -1.320
C  1.055  3.592  -0.165
C  2.530  3.846  0.183
C  3.022  2.490  1.891
Cl  4.604  2.750  2.642
C  2.311  1.301  2.482
C  2.852  0.265  3.221
C  2.091  -0.886  3.423
C  0.851  -1.003  2.822
N  0.315  0.003  2.132
C  1.009  1.126  2.024
C  0.899  2.001  -0.223
O  0.017  1.341  -0.959
H  3.076  4.644  -0.308
H  3.859  0.338  3.608
H  2.494  -1.710  3.996
H  0.254  -1.905  2.878
O  -2.504  4.029  2.427
S  -2.756  2.680  2.010
O  -1.910  1.678  2.678
O  -2.599  2.492  0.533
C  -4.409  2.227  2.481
C  -4.840  2.667  3.724
C  -6.037  2.210  4.246
C  -6.796  1.300  3.522
C  -6.374  0.865  2.278
C  -5.175  1.323  1.745
S  -3.913  -0.515  0.309
O  -2.990  -0.563  1.492
O  -4.783  0.911  0.496
O  -3.015  -0.152  -0.828
H  -4.212  3.366  4.261
H  -6.367  2.548  5.218
H  -7.725  0.925  3.932
H  -6.967  0.167  1.701
C  0.555  -6.241  -2.307
C  0.621  -5.853  -0.976
C  0.268  -4.564  -0.615
C  -0.138  -3.643  -1.576
C  -0.233  -4.045  -2.902
C  0.115  -5.340  -3.264
As  -0.275  -1.726  -1.009
C  -0.211  -0.980  -2.795
C  -1.290  -0.586  -3.565
C  -1.071  -0.061  -4.833
C  0.222  0.064  -5.320
C  1.305  -0.320  -4.544
C  1.097  -0.839  -3.272
C  2.148  -1.228  -2.322
C  3.519  -1.149  -2.545
C  4.409  -1.517  -1.548
C  3.941  -1.974  -0.324
C  2.575  -2.052  -0.093
C  1.681  -1.664  -1.073
H  0.843  -7.244  -2.596
H  0.962  -6.553  -0.224
H  0.321  -4.258  0.425
H  -0.567  -3.347  -3.659
H  0.056  -5.639  -4.303
H  -2.293  -0.665  -3.168
H  -1.909  0.252  -5.442
H  0.388  0.470  -6.310
H  2.310  -0.206  -4.932
H  3.898  -0.802  -3.499
H  5.475  -1.452  -1.727
H  4.639  -2.269  0.450
H  2.212  -2.406  0.862
I  2.495  5.438  2.999
C  2.192  3.798  1.693
C  3.153  2.419  0.312
N  2.246  1.453  -0.248
N  0.412  2.084  1.215
C  0.709  3.509  1.340
H  4.167  2.264  -0.045
H  2.488  1.168  -1.188
H  -0.063  4.092  1.835

Its HOMO energy is -0.3121 hartree.

These are the Löwdin partial charges, in e, on atoms 1 to 8: atom 1 (In): 0.741, atom 2 (Cl): 0.752, atom 3 (C): -0.629, atom 4 (C): -0.153, atom 5 (C): -0.657, atom 6 (Cl): 0.692, atom 7 (C): -0.104, atom 8 (C): 0.004

***

(5)
The following is a quantum chemistry calculation of 8 unconnected molecules or ions with the total composition C48H77FN11O3S2, from the Open Molecules 2025 dataset.

CARTESIAN COORDINATES (ANGSTROEM)
C  -6.119  0.062  -1.139
C  -4.973  0.066  -1.472
N  -3.672  0.421  -1.722
C  -3.306  0.787  -2.916
C  -4.197  0.692  -4.093
C  -3.404  0.710  -5.386
N  -2.838  -0.311  -5.857
C  -1.942  1.318  -2.879
C  -1.305  0.846  -1.539
C  -0.525  2.043  -0.979
N  0.659  1.673  -0.230
C  1.336  2.859  0.310
S  -0.188  -0.435  -2.196
O  0.838  0.253  -2.895
O  -0.975  -1.389  -2.905
F  0.446  -1.104  -0.956
C  -2.587  0.396  -0.714
S  -2.487  -1.406  -0.224
C  -2.868  1.135  0.602
C  -3.822  2.333  0.450
C  -3.222  3.584  1.102
N  -4.011  4.798  0.968
C  -4.121  5.214  -0.426
C  -2.787  5.593  -1.023
C  -1.705  5.988  -0.251
C  -0.500  6.333  -0.834
C  -0.360  6.293  -2.210
C  -1.421  5.895  -2.999
C  -2.618  5.554  -2.401
O  -3.658  5.122  -3.221
H  -7.164  0.077  -0.929
H  -4.979  1.453  -4.038
H  -4.696  -0.283  -4.023
H  -3.290  1.656  -5.911
H  -3.007  -1.125  -5.255
H  -2.134  2.400  -2.738
H  -1.328  1.268  -3.772
H  -0.227  2.705  -1.792
H  -1.197  2.628  -0.344
H  0.400  1.076  0.547
H  1.683  2.645  1.317
H  2.174  3.149  -0.322
H  0.663  3.721  0.381
H  -3.020  -1.960  -1.325
H  -1.930  1.472  1.043
H  -3.290  0.421  1.305
H  -4.782  2.131  0.924
H  -4.021  2.548  -0.602
H  -2.241  3.772  0.671
H  -3.053  3.400  2.166
H  -4.937  4.661  1.352
H  -4.583  4.457  -1.070
H  -4.778  6.087  -0.474
H  -1.803  6.032  0.825
H  0.335  6.633  -0.217
H  0.578  6.570  -2.668
H  -1.349  5.842  -4.076
H  -4.337  5.804  -3.231
C  -6.767  -4.406  -0.254
C  -6.899  -4.768  1.221
C  -7.526  -3.645  2.056
C  -6.716  -2.430  2.003
N  -6.048  -1.499  1.943
H  -6.105  -3.549  -0.396
H  -6.348  -5.238  -0.818
H  -7.738  -4.163  -0.688
H  -5.917  -5.014  1.628
H  -7.520  -5.659  1.326
H  -7.620  -3.945  3.100
H  -8.526  -3.407  1.688
C  3.500  2.160  4.730
C  2.582  1.775  5.883
C  1.202  1.299  5.410
C  0.511  2.343  4.656
N  -0.035  3.134  4.028
H  3.094  3.000  4.164
H  4.480  2.461  5.101
H  3.639  1.319  4.049
H  2.461  2.626  6.556
H  3.041  0.972  6.461
H  0.579  1.018  6.260
H  1.309  0.426  4.766
C  6.516  -0.667  5.128
C  5.921  -1.595  6.180
C  4.920  -2.600  5.594
C  3.799  -1.911  4.962
N  2.924  -1.355  4.470
H  5.744  -0.058  4.656
H  7.236  0.021  5.571
H  7.025  -1.235  4.347
H  5.424  -1.002  6.951
H  6.717  -2.155  6.674
H  4.521  -3.254  6.369
H  5.394  -3.233  4.843
C  -3.569  -3.738  -7.295
C  -2.254  -3.775  -6.527
C  -2.398  -4.374  -5.120
C  -3.318  -3.592  -4.295
N  -4.025  -2.964  -3.644
H  -4.307  -3.106  -6.797
H  -3.413  -3.337  -8.295
H  -3.995  -4.738  -7.397
H  -1.846  -2.767  -6.448
H  -1.523  -4.367  -7.077
H  -1.433  -4.397  -4.612
H  -2.773  -5.397  -5.174
C  -0.230  -4.189  1.972
C  0.914  -3.402  1.345
C  2.220  -4.203  1.267
C  2.685  -4.598  2.596
N  3.049  -4.864  3.650
H  -0.004  -4.462  3.004
H  -1.145  -3.595  1.982
H  -0.430  -5.106  1.414
H  1.090  -2.490  1.920
H  0.639  -3.097  0.333
H  3.004  -3.607  0.799
H  2.083  -5.105  0.668
C  0.251  -0.952  -6.362
C  1.609  -0.741  -7.019
C  1.645  -1.323  -8.437
C  1.368  -2.759  -8.411
N  1.115  -3.878  -8.377
H  0.036  -2.016  -6.263
H  0.242  -0.523  -5.359
H  -0.550  -0.494  -6.937
H  2.388  -1.209  -6.416
H  1.843  0.324  -7.067
H  2.620  -1.164  -8.901
H  0.894  -0.843  -9.067
C  12.233  1.141  6.238
C  11.295  0.693  7.352
C  9.928  0.232  6.830
C  9.233  1.308  6.124
N  8.714  2.174  5.579
H  11.831  2.002  5.703
H  13.201  1.429  6.646
H  12.398  0.339  5.516
H  11.152  1.508  8.062
H  11.746  -0.134  7.902
H  9.293  -0.097  7.655
H  10.045  -0.608  6.143

Its HOMO energy is -0.4084 hartree. The total charge is +1.

These are the Löwdin partial charges, in e, on atoms 1 to 8: atom 1 (C): 0.225, atom 2 (C): -0.118, atom 3 (N): -0.006, atom 4 (C): -0.121, atom 5 (C): -0.056, atom 6 (C): -0.201, atom 7 (N): 0.161, atom 8 (C): -0.048

***

no.,DFT total energy (Ha)
1,-627.64721
2,-325.51388
3,-972.25030
4,-6517.60749
5,-3599.08624